This record from OMol25 describes one molecule with the formula C2H7NS2. The level of theory is wB97M-V/def2-TZVPD.

CARTESIAN COORDINATES (ANGSTROEM)
C (-1.621, -0.396, 0.348)
C (-0.251, 0.074, -0.303)
N (0.800, -0.128, 0.611)
S (-0.212, 1.949, -1.119)
S (2.478, 0.047, 0.378)
H (-2.356, 0.375, 0.107)
H (-1.392, -0.513, 1.371)
H (-1.854, -1.369, -0.126)
H (-0.039, -0.531, -1.328)
H (0.541, 0.079, 1.610)
H (1.063, 1.677, -1.474)
H (2.844, -1.263, -0.073)

Force components x, y, z for each atom (eV/Å):
C 1.6 0.8 -2.7
C 0.2 -0.5 -3.3
N 0.1 -0.1 2.3
S 0.0 -1.7 0.9
S -0.2 -1.2 -0.9
H -0.2 -0.4 0.4
H -0.4 -0.1 1.3
H -0.2 0.6 0.5
H -0.4 1.3 2.6
H 0.4 -0.3 -1.6
H -0.2 0.3 0.0
H -0.7 1.5 0.6

Summary:
Energy relative to the best compared isomer or geometry (same formula, charge and spin), kcal/mol: 33.2
HOMO level, eV: -8.85
HOMO-LUMO gap, eV: 9.6
SMILES: C[C@@H](S)NS
Max |F|, hartree/bohr: 0.0652

Mulliken atomic charge list, values in e, 2 entries: atom 1 (C): -0.858, atom 2 (C): 0.002

This record from OMol25 describes C10H17N4O2PtSSe2Te2 as an isolated structure. The level of theory is wB97M-V/def2-TZVPD.

CARTESIAN COORDINATES (ANGSTROEM)
Pt (-1.752, -0.333, 0.073)
Se (-4.262, 0.026, 0.435)
Te (-4.746, -0.778, -1.858)
Te (-3.552, -3.217, -1.676)
Se (-1.223, -2.514, -1.095)
C (2.330, 1.360, 4.198)
N (1.282, 0.479, 3.705)
C (0.602, -0.358, 4.546)
C (-0.403, -1.134, 4.119)
C (-0.807, -1.008, 2.727)
O (-1.817, -1.566, 2.269)
N (-0.066, -0.227, 1.894)
C (0.983, 0.504, 2.322)
O (1.718, 1.189, 1.596)
H (2.644, 1.019, 5.184)
H (1.978, 2.390, 4.269)
H (3.173, 1.343, 3.516)
H (0.937, -0.355, 5.575)
H (-0.939, -1.802, 4.777)
C (2.133, -0.931, -0.701)
C (1.405, -0.101, -1.752)
N (0.674, 1.023, -1.149)
C (-0.686, 1.168, -1.220)
S (-1.516, 2.169, -0.056)
N (-1.304, 0.912, -2.427)
C (-0.689, 1.010, -3.749)
C (-0.920, -0.251, -4.577)
H (2.628, -1.782, -1.177)
H (1.429, -1.309, 0.040)
H (2.882, -0.329, -0.178)
H (0.704, -0.736, -2.284)
H (2.129, 0.283, -2.476)
H (1.032, 1.306, -0.243)
H (-2.271, 1.174, -2.392)
H (0.369, 1.210, -3.631)
H (-1.113, 1.875, -4.265)
H (-0.464, -1.116, -4.093)
H (-0.510, -0.139, -5.587)
H (-1.991, -0.455, -4.657)

Force components x, y, z for each atom (eV/Å):
Pt -0.3 -0.1 0.4
Se 0.0 -0.1 0.0
Te 0.0 -0.1 -0.1
Te -0.2 0.0 0.0
Se 0.1 0.2 0.1
C -0.1 -0.1 0.0
N 0.0 0.0 0.0
C 0.1 0.1 -0.1
C -0.1 -0.1 -0.1
C 0.0 0.1 -0.2
O 0.0 0.1 0.0
N 0.2 0.0 0.2
C 0.1 0.0 -0.1
O -0.3 -0.1 0.2
H 0.0 0.0 0.0
H 0.0 0.0 0.0
H 0.1 0.0 -0.1
H 0.0 0.0 0.0
H 0.0 0.1 0.0
C 0.0 0.0 0.0
C 0.0 0.1 0.2
N -0.3 -0.1 -0.2
C 0.7 0.7 -0.7
S 0.1 -0.7 -0.1
N 0.4 0.3 0.2
C -0.1 -0.3 0.0
C 0.0 0.0 0.0
H 0.0 0.1 0.0
H 0.0 0.0 0.0
H -0.1 -0.1 0.0
H -0.2 -0.1 0.0
H 0.0 0.0 -0.1
H 0.1 0.0 0.3
H -0.4 -0.1 0.0
H 0.2 0.0 0.1
H 0.0 0.0 0.0
H -0.1 0.0 0.0
H 0.0 0.0 0.1
H 0.0 0.0 0.0

Summary:
Total charge: -1
Energy relative to the best compared isomer or geometry (same formula, charge and spin), kcal/mol: 6.1
HOMO level (spin up / spin down), eV: -3.69 / -3.84
HOMO-LUMO gap (spin up / spin down), eV: 6.2 / 5.4
Max |F|, hartree/bohr: 0.0244
2S+1: 3

Mulliken atomic charge list, values in e, 2 entries: atom 1 (Pt): 1.098, atom 2 (Se): -0.367

Listing molecular weight for the structures above in their given order: 109.22, 865.54 g/mol.